Entry 1:
12
Properties=species:S:1:pos:R:3:forces:R:3:nbo_charge:R:1 method="wB97M-V/def2-TZVPD" fmax_ha_per_bohr=0.0379 orbital_gap_ha=0.38326 de_lowest_kj_mol=66.46 homo_ev=-9.6 smiles="CNC(C)=O" total_energy_ha=-248.5012
O 0.522 -0.407 -1.338 -0.037 0.027 0.506 -0.618
N -0.596 0.234 0.536 -0.080 1.146 -0.204 -0.621
C -1.839 -0.287 -0.014 0.442 -1.374 0.186 -0.434
C 1.812 0.363 0.546 0.143 0.019 0.003 -0.708
C 0.544 -0.016 -0.181 -0.040 0.406 -0.010 0.665
H 1.882 1.455 0.528 0.097 -0.109 0.052 0.236
H 1.801 0.037 1.591 0.020 0.050 -0.147 0.213
H -0.535 0.293 1.540 0.128 0.123 -0.140 0.390
H 2.676 -0.056 0.032 -0.124 0.022 0.059 0.240
H -1.946 -0.115 -1.090 0.043 0.308 0.465 0.234
H -1.576 -1.312 0.138 -0.995 -1.480 -0.781 0.195
H -2.760 -0.165 0.560 0.402 0.862 0.011 0.209

=====

Entry 2:
19
Properties=species:S:1:pos:R:3:forces:R:3:nbo_charge:R:1 method="wB97M-V/def2-TZVPD" fmax_ha_per_bohr=0.1480 orbital_gap_ha=0.33018 de_lowest_kj_mol=740.59 homo_ev=-9.0 total_energy_ha=-364.9494
O 0.388 -1.006 -1.478 -0.283 -1.049 -7.180 -0.672
N 1.569 0.617 1.209 1.282 -4.698 3.233 -0.772
C 0.144 0.657 1.154 -1.150 1.697 -1.997 -0.136
C -0.608 -0.635 1.314 -2.440 -1.261 0.508 -0.203
C 0.027 0.296 -1.505 0.567 6.622 -0.861 0.058
C -0.179 1.267 -0.234 2.805 0.678 -0.611 -0.210
C -0.232 -1.875 0.871 3.806 6.586 0.221 -0.374
C -1.291 0.817 -0.991 -4.528 1.461 -1.128 -0.502
H 0.063 2.420 -0.612 -0.004 -3.136 1.899 0.231
H -0.353 1.396 1.800 0.787 -0.300 0.688 0.197
H -2.006 0.119 -0.565 0.533 -0.418 0.003 0.234
H 1.699 -0.371 1.967 0.176 3.900 -2.599 0.331
H -0.578 -2.808 1.003 -1.727 -2.828 0.381 0.203
H 0.284 -1.067 -2.766 0.641 -0.767 5.832 0.482
H -1.626 -0.297 1.769 1.496 -1.642 -0.655 0.199
H 1.819 0.151 0.326 0.308 0.374 0.317 0.352
H 0.819 -1.728 0.379 -1.968 -1.232 1.097 0.204
H -1.956 1.745 -1.242 1.232 -1.942 -1.043 0.216
H 0.579 1.000 -2.347 -1.533 -2.045 1.894 0.163

=====

Entry 3:
77
Properties=species:S:1:pos:R:3:forces:R:3:lowdin_charge:R:1 method="wB97M-V/def2-TZVPD" fmax_ha_per_bohr=0.0536 total_charge=+3 s2=0.7535 orbital_gap_ha="0.18270 / 0.23386" de_lowest_kj_mol=25.61 homo_ev="-16.1 / -17.5" multiplicity=2 total_energy_ha=-5126.4716
As -0.303 -0.183 -4.708 0.099 0.018 -0.669 0.877
Ti 0.552 -0.939 0.012 -1.303 0.151 0.204 1.214
Si -2.760 3.349 -0.156 -0.246 0.656 0.595 0.363
F 1.297 -0.188 -4.307 1.616 -0.188 0.424 -0.151
F -0.345 -1.815 -4.090 0.117 -0.269 -0.049 -0.238
F 0.657 -0.123 -1.508 0.107 0.328 -0.496 -0.254
F -0.173 1.486 -4.937 -0.290 0.024 -0.263 -0.163
F -0.678 -0.617 -6.249 -0.050 -0.094 -0.338 -0.085
F -1.612 0.048 -3.731 -1.414 0.529 1.056 -0.158
N 2.374 -1.915 0.099 0.666 0.056 1.753 -0.134
N 1.668 2.309 2.484 -0.337 -1.273 -0.196 0.205
N 0.262 -2.779 -1.240 -0.023 -0.597 0.696 -0.097
N -0.194 -1.892 1.850 0.282 0.410 -0.005 -0.117
N -1.637 -0.630 -0.048 0.346 -0.854 0.991 -0.102
N 1.318 0.618 1.047 1.046 1.249 0.451 -0.019
C -2.153 -3.096 -0.428 -0.746 0.816 -0.475 -0.126
C 4.131 2.335 -0.754 0.137 0.097 -0.553 -0.033
C -2.438 -1.613 -0.855 -0.046 -0.933 1.175 -0.112
C -2.103 -0.408 1.361 -0.902 0.380 -0.356 -0.147
C -2.951 4.838 -1.209 -0.872 0.877 0.589 -0.157
C -0.908 -3.723 -1.054 -0.145 0.184 -0.416 -0.140
C 2.598 -2.831 1.322 0.109 -0.186 -0.898 -0.114
C -1.485 2.427 -1.049 1.322 -0.596 0.085 -0.052
C 2.341 1.495 0.513 -0.761 -0.111 0.395 -0.196
C 1.044 1.158 2.252 -1.208 -0.056 0.457 -0.092
C 1.560 -3.544 -1.427 -0.669 0.734 -0.580 -0.114
C 0.691 -2.342 2.950 0.572 -1.005 0.320 -0.148
C -2.078 3.865 1.492 0.311 0.419 0.469 -0.178
C 4.274 3.387 0.121 -0.572 1.777 2.028 -0.014
C 3.404 3.601 1.220 0.554 -2.006 -1.166 0.074
C 2.513 2.538 1.424 0.816 1.250 -0.577 -0.179
C 2.679 -2.559 -1.199 0.054 -0.604 0.634 -0.137
C -4.274 2.317 0.056 -0.091 -0.738 -0.306 -0.164
C -1.450 -1.315 2.373 -0.682 -0.371 0.378 -0.165
C 3.106 1.421 -0.635 0.016 -0.800 -0.016 -0.016
C 2.151 -2.192 2.603 0.741 -0.147 0.422 -0.168
H -2.249 -3.197 0.663 0.369 0.103 -0.189 0.108
H 2.941 0.629 -1.357 0.178 0.210 -0.108 0.100
H -1.247 -0.710 3.259 0.253 -0.213 -0.030 0.123
H -1.183 -4.188 -2.010 0.213 0.467 -0.034 0.151
H 4.842 2.296 -1.558 0.005 -0.267 -0.366 0.130
H -3.312 4.544 -2.172 0.070 -0.070 -0.897 0.035
H 2.093 -3.790 1.210 -0.209 0.101 -0.395 0.129
H 1.583 -4.344 -0.693 -0.005 -0.067 -0.097 0.120
H 0.104 -2.222 -2.078 -0.127 -0.322 -0.469 0.075
H 3.510 4.411 1.913 0.061 0.317 0.135 0.129
H -2.062 5.468 -1.270 -0.008 -0.172 -0.158 0.054
H -0.433 2.704 -0.956 -0.030 -0.016 0.067 0.021
H -3.768 5.464 -0.803 0.333 -0.132 0.024 0.064
H 2.997 -1.108 0.308 -0.062 -0.604 -0.532 0.135
H -1.736 0.292 -0.457 0.051 0.686 -0.710 0.055
H -1.649 1.899 -1.963 -0.262 -0.349 -0.627 -0.008
H -2.096 3.118 2.279 -0.310 -0.223 0.206 0.012
H 0.307 0.729 2.942 0.515 0.314 -0.267 0.147
H 0.489 -3.424 3.177 -0.067 1.038 0.014 0.169
H 5.066 4.131 0.032 -0.095 -0.343 -0.405 0.136
H -0.574 -4.564 -0.472 0.310 -0.256 0.511 0.122
H -0.404 -2.747 1.357 -0.600 -0.384 -0.257 0.092
H 1.630 -3.971 -2.430 -0.154 -0.054 0.106 0.158
H -3.026 -3.671 -0.764 0.277 0.043 -0.115 0.142
H 2.753 -1.782 -1.933 -0.114 0.306 -0.651 0.120
H -4.355 1.504 -0.684 0.003 0.225 0.132 0.038
H -2.195 -1.425 -1.893 -0.151 -0.074 -0.271 0.108
H -4.304 1.883 1.047 0.083 -0.258 0.347 0.021
H -2.530 4.789 1.883 -0.138 -0.381 -0.092 0.058
H -1.029 4.118 1.383 0.427 0.160 -0.228 0.016
H 3.660 -3.088 1.318 0.012 0.261 0.106 0.152
H 1.663 2.860 3.330 -0.312 -0.054 0.176 0.201
H 2.759 -2.638 3.388 -0.163 -0.161 0.223 0.150
H 2.445 -1.160 2.625 0.156 0.677 -0.050 0.101
H -5.181 2.884 -0.010 -0.527 0.438 -0.174 0.042
H 3.626 -3.087 -1.165 0.314 -0.005 0.083 0.152
H -2.131 -2.090 2.727 0.132 -0.203 -0.111 0.146
H -3.511 -1.449 -0.660 0.399 0.285 -0.275 0.145
H -1.843 0.613 1.640 0.066 0.237 -0.416 0.104
H 0.491 -1.730 3.822 -0.152 -0.192 0.201 0.131
H -3.215 -0.433 1.427 0.706 -0.195 -0.170 0.155

=====

Entry 4:
59
Properties=species:S:1:pos:R:3:forces:R:3:nbo_charge:R:1 method="wB97M-V/def2-TZVPD" fmax_ha_per_bohr=0.0208 total_charge=+1 s2=2.0645 orbital_gap_ha="0.24707 / 0.20576" de_lowest_kj_mol=0.00 homo_ev="-10.2 / -10.5" multiplicity=3 total_energy_ha=-2294.5132
Pd 0.511 0.001 -0.326 -0.999 -0.200 -0.322 0.687
S -0.240 -0.071 -2.711 0.082 -0.220 0.030 -0.310
S 2.834 -0.763 -0.319 -0.057 0.267 -0.084 -0.231
O -0.633 2.254 0.041 -0.074 -0.160 0.032 -0.515
O -1.040 -1.735 0.183 -0.187 0.183 0.008 -0.560
N 2.769 1.234 -2.187 -0.073 -0.149 0.009 -0.590
N 0.043 -0.617 2.661 -0.414 -0.194 -0.265 -0.178
N -1.210 -2.511 -3.359 -0.022 -0.025 -0.057 -0.574
N 0.034 0.268 1.736 0.511 0.456 0.350 -0.199
N 2.668 1.965 -0.121 0.032 -0.226 0.132 -0.612
N 0.787 -2.563 -2.499 0.012 -0.065 0.112 -0.591
C -0.222 -1.773 -2.849 0.045 0.114 0.032 0.368
C -0.969 -3.947 -3.196 0.033 0.111 0.011 -0.222
C -0.206 4.226 3.098 0.001 -0.004 0.007 -0.152
C 2.914 3.159 -0.924 -0.071 0.019 0.017 -0.225
C -0.381 2.613 1.322 0.021 0.236 0.006 0.311
C 0.395 -4.578 5.682 0.013 0.042 0.008 -0.181
C -0.263 -1.888 2.443 0.199 -0.286 0.185 0.116
C -1.321 3.168 -0.813 0.098 -0.048 0.052 -0.254
C 0.509 -3.977 -2.742 -0.069 0.123 -0.010 -0.225
C -0.375 -4.150 3.441 -0.171 -0.203 -0.231 -0.105
C -0.861 -2.426 1.183 0.174 -0.168 0.156 0.455
C 2.523 2.665 -2.320 0.035 -0.024 0.016 -0.226
C 0.541 -2.356 4.769 0.057 0.038 0.008 -0.174
C -0.161 -5.028 4.501 0.033 -0.048 0.043 -0.163
C -0.020 -2.798 3.566 -0.121 0.150 -0.249 0.008
C -0.480 3.925 1.773 0.026 -0.066 0.052 -0.294
C -1.208 -3.847 1.156 0.021 0.283 0.036 -0.303
C 0.161 3.228 3.994 -0.012 0.000 -0.058 -0.233
C 0.238 1.920 3.559 0.040 0.002 0.105 -0.186
C -0.020 1.597 2.228 -0.130 -0.284 -0.299 0.089
C -0.983 -4.635 2.209 0.129 -0.066 0.282 -0.084
C 2.644 0.840 -0.899 0.943 0.298 -0.022 0.259
C 0.745 -3.235 5.812 -0.006 -0.027 0.005 -0.194
H 0.654 -4.566 -1.839 -0.010 -0.009 0.028 0.215
H 0.383 3.471 5.024 -0.010 -0.002 -0.004 0.231
H 0.554 -5.264 6.504 0.005 0.007 -0.008 0.229
H -1.668 -4.216 0.249 0.005 0.064 -0.007 0.225
H -1.124 -4.481 -4.129 0.004 -0.007 -0.028 0.220
H -0.280 5.253 3.432 0.005 -0.012 -0.002 0.229
H 0.813 -1.315 4.874 -0.016 -0.023 0.008 0.225
H 1.176 -2.879 6.739 0.006 0.005 -0.009 0.227
H 3.134 3.095 -3.109 0.001 0.029 -0.006 0.226
H -0.435 -6.070 4.386 -0.012 0.023 0.013 0.221
H 2.294 3.990 -0.591 0.025 0.016 0.005 0.213
H -0.772 4.713 1.095 -0.009 0.021 -0.016 0.230
H 0.517 1.126 4.236 -0.007 0.031 -0.013 0.235
H 3.963 3.458 -0.877 0.033 -0.031 -0.026 0.205
H 3.027 1.870 0.817 -0.079 0.052 -0.016 0.422
H 2.521 0.584 -2.917 -0.084 0.055 0.028 0.430
H -1.559 2.605 -1.710 -0.001 -0.009 -0.018 0.218
H 1.469 2.870 -2.532 -0.034 -0.049 0.002 0.193
H -0.684 4.017 -1.067 0.003 0.031 -0.012 0.180
H -2.110 -2.104 -3.546 0.014 -0.018 -0.009 0.430
H 1.163 -4.365 -3.521 0.020 -0.015 -0.029 0.212
H -2.238 3.518 -0.341 -0.011 0.005 0.011 0.198
H 1.574 -2.196 -1.976 0.044 -0.021 -0.055 0.447
H -1.260 -5.683 2.166 0.028 0.008 0.039 0.224
H -1.639 -4.360 -2.442 -0.016 -0.009 0.027 0.202